Entry 1:
C51H67CuF6N4O8PS2Te | the ωB97M-V functional and the def2-TZVPD basis

XYZ file:
```
141
Properties=species:S:1:pos:R:3:lowdin_charge:R:1
Cu 0.29575 0.13527 0.14301 0.26
F -4.10722 -1.04156 1.85106 0.10
C -3.98427 -1.87872 0.82122 -0.67
F -3.51209 -3.04410 1.29871 0.11
F -5.19987 -2.09851 0.31845 0.13
S -2.85611 -1.31558 -0.55839 0.56
O -1.52211 -1.31135 0.04224 -0.43
O -3.16161 -2.31991 -1.52583 -0.26
N -3.40534 0.09302 -0.97180 -0.28
S -2.80051 1.37440 -0.23533 0.62
O -1.42824 1.62993 -0.59296 -0.34
O -3.22347 1.48195 1.12790 -0.29
C -3.79157 2.72226 -1.09063 -0.65
F -4.67439 2.23266 -1.95986 0.13
F -4.46047 3.41463 -0.17050 0.13
F -2.98033 3.56051 -1.73270 0.14
C 4.96480 -1.92131 2.22701 -0.07
C 4.70763 -0.43556 2.47081 -0.16
C 4.28848 0.30704 1.19660 -0.30
C 4.27680 1.83734 1.48278 -0.14
C 4.07701 2.71526 0.24841 -0.07
C 5.30669 0.05738 0.10964 -0.45
O 6.50655 0.14299 0.29183 0.08
N 4.78285 -0.24866 -1.10799 0.21
C 3.41602 -0.34082 -1.46878 -0.51
O 3.19995 -0.56097 -2.64834 0.03
N 2.47801 -0.19639 -0.49582 0.18
C 2.86248 -0.05106 0.79249 -0.44
O 2.00286 -0.12185 1.67484 0.01
H 5.22542 -2.41596 3.16307 0.07
H 5.79231 -2.06236 1.52979 0.07
H 4.07543 -2.40784 1.81769 0.07
H 5.62088 0.02872 2.84512 0.12
H 3.91414 -0.30833 3.20843 0.11
H 5.23196 2.08539 1.94902 0.12
H 3.47555 2.02347 2.20127 0.12
H 4.91937 2.62564 -0.44113 0.08
H 3.99106 3.76068 0.54629 0.08
H 3.16532 2.44142 -0.28542 0.05
H 5.42735 -0.40000 -1.86950 0.16
C -4.10832 -0.83783 8.65091 -0.05
C -3.49415 -0.86092 7.27612 -0.27
C -2.85387 -1.99108 6.79156 -0.02
C -2.23162 -2.00763 5.54657 -0.29
C -1.62100 -3.32065 5.10203 -0.06
C -2.23251 -0.83700 4.77472 -0.28
Te -1.10150 -0.95846 2.93553 1.95
N -0.60090 0.74473 2.08996 -0.24
C -0.24861 1.68879 2.98644 -0.59
O -0.30846 1.56403 4.21757 -0.04
C 0.16924 3.01800 2.41421 -0.12
C 0.00970 4.14383 3.21568 -0.02
C 0.34990 5.40053 2.73769 -0.09
C 0.85084 5.54147 1.45042 -0.09
C 1.01794 4.42097 0.64912 -0.07
C 0.67974 3.16411 1.12746 -0.03
C 0.61750 -1.43360 4.11649 -0.34
C 0.87014 -0.83001 5.33921 -0.10
C 1.95676 -1.23206 6.10390 -0.07
C 2.76606 -2.26619 5.66200 -0.08
C 2.49072 -2.89211 4.45529 -0.07
C 1.43018 -2.48196 3.65570 -0.32
C 1.16140 -3.18357 2.34496 -0.07
C -2.96918 0.27494 5.19198 -0.27
C -3.18086 1.49217 4.32982 -0.05
C -3.56973 0.24741 6.44524 -0.01
H -3.99238 -1.79947 9.14988 0.07
H -5.17206 -0.59842 8.60027 0.08
H -3.62724 -0.07632 9.26803 0.08
H -2.83532 -2.89527 7.39235 0.12
H -2.21327 -4.14557 5.49763 0.08
H -0.60029 -3.42605 5.47477 0.09
H -1.60219 -3.41773 4.01573 0.04
H -0.39194 4.01569 4.21182 0.11
H 0.22279 6.26979 3.37187 0.10
H 1.11495 6.52093 1.07055 0.10
H 1.41017 4.52277 -0.35618 0.09
H 0.79681 2.28942 0.50223 0.08
H 0.22768 -0.03634 5.68923 0.10
H 2.16087 -0.73622 7.04461 0.10
H 3.61330 -2.58777 6.25608 0.10
H 3.11436 -3.71384 4.12479 0.11
H 1.98991 -3.83717 2.07471 0.08
H 1.02101 -2.45593 1.54459 0.05
H 0.25678 -3.79620 2.40686 0.08
H -2.85524 1.33453 3.30557 0.02
H -2.63124 2.34342 4.73246 0.09
H -4.24260 1.74688 4.30973 0.09
H -4.12208 1.12303 6.77473 0.12
C -3.92622 0.34078 -6.44923 -0.21
C -3.94985 1.24257 -5.21882 -0.20
C -2.54138 1.33792 -4.61574 -0.20
C -1.77574 -0.00381 -4.69178 -0.44
C -2.76063 -1.17367 -4.75565 -0.20
C -3.60193 -1.10882 -6.04112 -0.19
P -0.67102 -0.15947 -3.19557 1.16
C 0.67302 1.10326 -3.56671 -0.41
C 1.33256 1.05937 -4.96339 -0.19
C 1.82768 2.44110 -5.40568 -0.21
C 2.55918 3.12461 -4.25463 -0.19
C 1.58293 3.39145 -3.08602 -0.19
C 0.30424 2.54755 -3.19092 -0.21
C 0.34619 -1.71195 -3.54441 -0.40
C 0.65133 -2.10988 -5.01604 -0.19
C 0.34240 -3.58185 -5.29290 -0.22
C 1.09853 -4.47513 -4.31105 -0.19
C 0.78268 -4.09289 -2.84349 -0.18
C -0.19137 -2.91451 -2.75498 -0.23
H -3.16717 0.71698 -7.14261 0.11
H -4.88396 0.37581 -6.97377 0.10
H -4.64720 0.83524 -4.48186 0.11
H -4.30089 2.24322 -5.48229 0.11
H -2.61409 1.65725 -3.57525 0.07
H -1.97213 2.10297 -5.15000 0.11
H -1.18283 -0.01450 -5.60857 0.08
H -3.39740 -1.15395 -3.86999 0.10
H -2.21601 -2.11923 -4.73568 0.09
H -4.52963 -1.66649 -5.88659 0.10
H -3.06318 -1.59839 -6.85748 0.10
H 1.42668 0.79458 -2.83802 0.07
H 0.64878 0.68390 -5.72607 0.09
H 2.18108 0.37341 -4.91415 0.10
H 0.98329 3.06343 -5.71806 0.11
H 2.48375 2.33534 -6.27431 0.10
H 3.01769 4.05815 -4.58804 0.10
H 3.36585 2.46414 -3.92210 0.11
H 1.31378 4.45170 -3.04993 0.11
H 2.08096 3.15444 -2.14159 0.08
H -0.37002 2.98525 -3.93037 0.10
H -0.21252 2.56544 -2.23424 0.07
H 1.29022 -1.44641 -3.06817 0.07
H 1.71479 -1.93931 -5.20852 0.11
H 0.09765 -1.49488 -5.72611 0.08
H 0.62727 -3.83346 -6.31880 0.11
H -0.73266 -3.76099 -5.20732 0.10
H 2.17043 -4.36527 -4.49845 0.10
H 0.84301 -5.52152 -4.49744 0.10
H 1.70360 -3.80896 -2.32612 0.11
H 0.35977 -4.94775 -2.31017 0.10
H -0.31143 -2.62959 -1.71104 0.08
H -1.17937 -3.21842 -3.10437 0.09
```

Output
- charge = -1
- frontier orbital gap (eV) = 7.5
- spin multiplicity = 1

---

Entry 2:
CH2Cl4P2 | the ωB97M-V functional and the def2-TZVPD basis

XYZ file:
```
9
Properties=species:S:1:pos:R:3:nbo_charge:R:1
C 0.05861 -0.88294 1.35002 -0.53
P 0.29343 1.69278 -1.23961 0.56
P -0.40725 -0.38304 -0.86643 0.49
Cl -1.30421 2.61376 -0.30815 -0.27
Cl -0.31770 1.75600 -3.22364 -0.28
Cl 0.92121 -0.42812 3.06631 -0.11
Cl 1.19568 -1.43675 -1.57413 -0.27
H 0.48836 -1.86885 0.96904 0.21
H -0.92814 -1.06284 1.82659 0.21
```

Output
- charge = 0
- frontier orbital gap (eV) = 8.3
- spin multiplicity = 1

---

Entry 3:
C5H5NO | the ωB97M-V functional and the def2-TZVPD basis

XYZ file:
```
12
Properties=species:S:1:pos:R:3:nbo_charge:R:1
O 1.82271 -0.88413 0.11551 -0.70
C 0.83133 -0.33199 0.93341 -0.03
C -0.11285 0.59529 0.12378 -0.43
C -0.68564 -0.05114 -1.06507 -0.01
C -1.01987 -0.47352 -2.14101 -0.20
C -1.12283 1.18764 1.01490 0.29
N -1.86450 1.66272 1.76377 -0.29
H 1.39165 -1.48593 -0.50687 0.48
H 0.24362 -1.09698 1.45960 0.18
H 1.34005 0.27878 1.68426 0.20
H 0.49768 1.41314 -0.27492 0.28
H -1.32133 -0.81388 -3.10738 0.25
```

Output
- charge = 0
- SMILES string = C#C[C@@H](C#N)CO
- frontier orbital gap (eV) = 11.4
- spin multiplicity = 1

---

Entry 4:
FH14O7 | the ωB97M-V functional and the def2-TZVPD basis

XYZ file:
```
22
Properties=species:S:1:pos:R:3:nbo_charge:R:1
F 0.12532 0.08777 0.11286 -0.82
O -2.08968 0.41777 -1.26514 -0.98
H -1.27068 0.23477 -0.83614 0.49
H -2.15068 -0.02023 -2.11314 0.46
O 0.40632 2.35377 -1.06414 -0.99
H -0.48168 2.65077 -1.01014 0.47
H 0.41132 1.48477 -0.59514 0.49
O -1.12068 -1.39723 2.00486 -0.97
H -0.49368 -1.97523 2.44986 0.45
H -0.59468 -0.97923 1.27286 0.49
O 2.42832 0.09277 2.11286 -0.95
H 1.82932 0.75477 1.74586 0.48
H 2.13632 -0.69523 1.76386 0.46
O -1.61068 1.58277 1.09586 -0.99
H -0.88868 1.04077 0.78686 0.48
H -2.42068 1.25077 0.72586 0.47
O 0.01632 -2.40923 -0.87814 -0.93
H -0.49568 -2.12923 -1.66114 0.44
H 0.06432 -1.52323 -0.62614 0.47
O 2.39632 -0.45523 -1.21614 -0.97
H 2.23232 -0.11823 -2.09414 0.46
H 1.57132 -0.24923 -0.71214 0.49
```

Output
- charge = -1
- frontier orbital gap (eV) = 10.2
- spin multiplicity = 1

---

Calculated relative energy (zero: lowest compared OMol25 entry of this formula, charge and spin) in order - 20.2 168.6 238.1 81.1 kJ/mol
Calculated E_HOMO in order - -0.2013 -0.3524 -0.3954 -0.2533 hartree